1.
C29H43N2O4SeW | ωB97M-V/def2-TZVPD

Positions of all 80 atoms, in Å:
W 0.59 -0.06 0.37
C -0.96 -5.54 -5.14
C -1.45 -4.11 -4.91
C -1.00 -3.24 -6.10
C -2.98 -4.13 -4.84
C -0.90 -3.52 -3.61
C -1.26 -2.21 -3.26
C -0.80 -1.70 -2.06
Se -1.48 -0.05 -1.32
C -0.77 1.56 -2.12
C -1.27 2.06 -3.30
C -0.89 3.34 -3.70
C -0.01 4.05 -2.89
C 0.50 3.57 -1.68
C 0.08 2.31 -1.31
O 0.49 1.71 -0.13
C 1.47 4.38 -0.82
C 1.78 5.74 -1.46
C 2.80 3.62 -0.68
C 0.86 4.66 0.56
C -1.47 3.92 -5.00
C -1.08 3.01 -6.17
C -3.00 3.98 -4.88
C -0.95 5.33 -5.28
C -0.02 -2.46 -1.20
O 0.35 -1.84 -0.01
C 0.39 -3.74 -1.52
C -0.09 -4.23 -2.74
C 1.31 -4.56 -0.61
C 0.65 -4.77 0.76
C 2.66 -3.84 -0.46
C 1.59 -5.94 -1.20
H -1.38 -5.92 -6.07
H -1.28 -6.21 -4.34
H 0.13 -5.59 -5.22
H -1.38 -3.66 -7.03
H 0.09 -3.21 -6.16
H -1.37 -2.22 -6.02
H -3.39 -4.60 -5.73
H -3.40 -3.12 -4.78
H -3.33 -4.69 -3.97
H -1.89 -1.61 -3.90
H -1.96 1.47 -3.89
H 0.29 5.03 -3.20
H 2.24 5.63 -2.45
H 2.49 6.27 -0.83
H 0.89 6.36 -1.56
H 3.26 3.45 -1.65
H 2.68 2.66 -0.18
H 3.50 4.22 -0.08
H -0.10 5.17 0.46
H 1.52 5.30 1.14
H 0.70 3.74 1.13
H -1.47 2.00 -6.06
H 0.01 2.95 -6.27
H -1.47 3.42 -7.10
H -3.43 2.98 -4.77
H -3.42 4.43 -5.78
H -3.30 4.58 -4.02
H 0.14 5.35 -5.39
H -1.24 6.03 -4.49
H -1.38 5.69 -6.21
H 0.20 -5.23 -3.02
H 0.54 -3.83 1.31
H 1.27 -5.44 1.36
H -0.34 -5.22 0.65
H 2.56 -2.84 -0.02
H 3.15 -3.74 -1.43
H 3.31 -4.42 0.19
H 0.68 -6.54 -1.29
H 2.27 -6.47 -0.54
H 2.07 -5.88 -2.18
N 0.46 0.43 2.71
N 1.74 0.20 3.25
C 2.80 0.01 2.39
O 3.93 -0.05 2.76
O 2.40 -0.10 1.12
H 0.19 1.41 2.87
H -0.20 -0.18 3.19
H 1.94 0.43 4.21

Properties
Kohn-Sham gap (spin up / spin down) = 7.337 / 7.479 eV
DFT total energy = -109108.4555 eV
Charge = +1
E_HOMO (spin up / spin down) = -11.34 / -11.37 eV

***

2.
C4H6O2 | ωB97M-V/def2-TZVPD

Positions of all 12 atoms, in Å:
C 0.69 0.75 1.07
C -0.27 -0.17 0.28
C -0.77 0.55 -0.95
O -0.04 1.24 -1.62
C 0.14 -1.44 -0.50
O -0.57 -2.42 -0.51
H 1.76 0.59 0.88
H 0.48 1.79 0.80
H 0.52 0.65 2.15
H -1.80 0.31 -1.27
H -1.09 -0.51 0.92
H 0.97 -1.34 -1.24

Properties
Kohn-Sham gap = 10.082 eV
DFT total energy = -8339.0132 eV
E_HOMO = -10.02 eV